Formula: C87H200N12O19
Source: the Open Molecules 2025 dataset
Level of theory: ωB97M-V/def2-TZVPD

Output
Lowest unoccupied orbital energy in eV: 0.38
Structure (SMILES): CC1(C)CCCC(C)(C)N1O.CC1(C)CCCC(C)(C)N1O.CC1(C)CCCC(C)(C)N1O.CC1(C)CCCC(C)(C)N1O.CC1(C)CCCC(C)(C)N1O.COCCNCCOC.COCCNCCOC.COCCNCCOC.COCCNCCOC.COCCNCCOC.COCCNCCOC.COCCNCCOC
HOMO in eV: -7.761
Energy above the lowest of the compared OMol25 structures with the same formula, charge and spin in kJ/mol: 1250.0
Total charge: 0
HOMO-LUMO gap in eV: 8.137

```
318
Properties=species:S:1:pos:R:3:forces:R:3
C 3.398052 2.678153 8.807676 1.166 0.066 1.221
C 3.182012 3.265333 10.269276 -1.241 -2.066 0.352
C 1.566022 3.093883 10.606786 1.466 0.816 -0.893
C 3.883122 2.332933 11.326766 1.444 0.366 0.294
C 4.505462 2.978163 12.659616 -0.470 0.370 -2.129
C 5.191972 4.352463 12.338696 -2.587 -1.872 0.835
C 4.293222 5.263153 11.485306 -1.237 -1.213 1.370
C 3.031612 5.875333 12.336156 0.674 -1.249 -1.229
C 5.223842 6.367943 11.236316 0.027 3.217 0.204
N 3.874292 4.550593 10.211116 1.602 -2.512 4.766
O 3.158682 5.375173 9.468976 -1.023 2.837 -2.641
H 3.430372 1.589653 8.760726 -0.947 -0.122 0.146
H 2.811922 3.143953 8.015486 -0.181 -0.156 0.268
H 4.455232 2.876293 8.630996 0.095 0.423 -0.355
H 0.938412 3.723923 9.976496 0.115 0.605 0.358
H 1.228182 2.110513 10.279776 0.585 -0.351 0.139
H 1.342592 3.175843 11.670496 -0.015 0.311 -0.079
H 3.165992 1.571173 11.632606 0.129 -0.093 -0.159
H 4.721202 1.841433 10.832646 -0.013 -0.197 -0.226
H 3.636742 2.960953 13.317736 0.391 0.836 0.577
H 5.323902 2.417883 13.111656 -0.432 -0.785 -0.157
H 6.145052 4.166593 11.843526 -0.053 0.037 -0.039
H 5.344962 4.796693 13.322236 0.325 0.444 -0.207
H 2.341512 5.083543 12.627556 0.373 -0.282 0.445
H 2.360532 6.479753 11.725876 0.532 0.367 -0.328
H 3.366272 6.452033 13.198436 0.055 -0.150 -0.038
H 4.658792 7.239973 10.907116 0.316 0.152 -1.224
H 6.213052 6.236243 10.797876 -0.450 -0.429 -0.722
H 5.488252 6.809103 12.197336 0.102 -0.416 0.531
H 3.923362 5.704053 8.990726 -0.768 1.033 -1.110
C 3.097812 7.454713 -2.273484 0.391 0.099 -0.068
C 1.821932 6.622673 -2.449484 -1.460 0.187 -0.574
C 0.787282 6.917343 -1.336074 0.378 1.335 0.181
C 1.204522 7.076913 -3.842604 -0.657 -0.417 1.771
C 0.108902 6.139373 -4.266564 -0.160 -0.745 -2.607
C 0.540242 4.658633 -4.341574 -0.794 1.032 0.558
C 1.092672 4.146583 -3.042624 0.446 1.519 0.227
C -0.065708 3.818223 -2.116054 0.740 0.060 1.181
C 1.890502 2.921683 -3.327644 0.977 -1.024 0.407
N 2.087542 5.179013 -2.520894 -0.662 -0.067 -2.868
O 2.590422 4.729623 -1.342764 0.906 -0.384 1.998
H 3.583162 7.420343 -1.298104 0.009 -0.582 0.064
H 3.806042 7.239433 -3.073594 0.201 -0.440 0.142
H 2.936692 8.524823 -2.403904 -0.697 0.051 -0.061
H 1.042922 7.906093 -0.955124 -0.373 0.422 -0.089
H -0.228288 6.964783 -1.729104 -0.017 -0.158 0.095
H 0.810952 6.344703 -0.408914 0.220 -0.714 -0.446
H 0.643852 8.001833 -3.707384 0.706 0.544 0.220
H 1.943092 7.207523 -4.633524 0.204 -0.159 0.226
H -0.914028 6.407953 -4.002814 0.121 -0.450 1.341
H -0.036948 6.360533 -5.323874 0.108 0.195 -0.496
H 1.274492 4.600023 -5.145034 -0.049 -0.341 -0.027
H -0.330878 4.025433 -4.509804 0.086 -0.019 -0.722
H -0.474268 2.839013 -2.365724 -0.498 0.313 -0.380
H -0.781328 4.635173 -2.023424 -0.277 -0.281 -0.299
H 0.341402 3.663033 -1.116914 0.085 0.089 0.260
H 2.789622 3.211093 -3.871644 -0.055 -0.166 -0.272
H 1.345952 2.138903 -3.855664 -0.203 0.266 -0.333
H 2.237482 2.435053 -2.416104 0.027 0.095 0.248
H 3.537152 4.766693 -1.497444 0.223 -0.251 0.318
C 2.877212 1.474913 -7.644944 -0.241 0.140 -0.081
C 1.741562 1.573103 -8.695954 -0.186 0.079 -1.468
C 1.906092 2.847883 -9.642794 0.155 0.068 0.786
C 1.844012 0.275213 -9.572134 0.133 -0.173 -1.468
C 0.570322 -0.236507 -10.274764 0.127 -0.351 1.701
C -0.497018 -0.382607 -9.205224 -1.213 1.316 -0.990
C -0.803998 0.946863 -8.502384 0.286 1.053 -0.046
C -1.484708 1.949783 -9.484964 -0.266 -1.024 -0.726
C -1.625718 0.608023 -7.239324 -0.295 0.835 -1.122
N 0.432272 1.591043 -8.052694 0.525 -1.327 1.127
O 0.163702 2.763193 -7.337114 0.576 -0.041 0.504
H 2.860412 2.304103 -6.937654 -0.054 0.129 -0.096
H 2.820882 0.552893 -7.066314 -0.453 -0.061 -0.058
H 3.862052 1.423043 -8.109164 0.011 0.313 -0.316
H 2.553012 3.611863 -9.211604 0.298 -0.188 0.250
H 2.312752 2.640463 -10.632594 -0.105 -0.271 0.050
H 0.974792 3.403373 -9.753294 -0.232 -0.359 -0.160
H 2.465012 0.463513 -10.447914 0.750 0.405 0.404
H 2.344022 -0.540327 -9.049654 -0.254 0.009 0.352
H 0.287152 0.419943 -11.097554 -0.234 0.145 0.206
H 0.656962 -1.232957 -10.707994 0.704 0.030 -0.146
H -0.353388 -1.155087 -8.449744 0.503 -0.073 -0.204
H -1.411488 -0.613467 -9.751614 -0.371 -0.364 0.300
H -0.840158 2.078903 -10.354444 0.004 -0.263 -0.129
H -1.698968 2.984303 -9.216704 -0.125 -0.152 0.790
H -2.413828 1.498703 -9.833334 -0.199 0.204 -0.079
H -2.091228 1.524163 -6.875854 0.528 0.030 0.706
H -0.893088 0.119173 -6.597164 -0.558 0.126 0.497
H -2.504848 0.007893 -7.473994 0.269 -0.548 -0.128
H -0.449668 3.289103 -7.855574 -0.101 0.291 -0.414
C 2.938872 -3.548417 3.205976 -1.966 -0.131 -0.846
C 1.745202 -2.551967 3.607516 2.195 -1.450 2.665
C 0.461952 -2.929687 2.905126 0.302 0.357 -0.909
C 1.532882 -2.720357 5.215846 1.703 0.392 -0.148
C 2.658512 -2.026497 6.150956 -2.571 -1.729 -1.470
C 3.045942 -0.647417 5.683666 -1.105 -1.326 0.008
C 3.196922 -0.476767 4.149336 0.702 0.368 -1.426
C 2.883362 1.006843 3.905446 1.193 0.890 -0.261
C 4.660502 -0.892687 3.658626 -1.882 0.668 0.430
N 2.130972 -1.175187 3.365936 -1.971 -0.023 0.702
O 2.012562 -0.855547 1.947066 1.934 -0.176 1.205
H 3.751822 -3.663497 3.922896 0.011 0.461 -0.298
H 2.558462 -4.546867 2.990336 -0.405 -0.399 0.722
H 3.180042 -3.307317 2.170696 0.968 0.684 0.188
H 0.621792 -2.987407 1.828456 0.238 -0.191 -0.193
H 0.090182 -3.910207 3.202526 -0.158 0.270 0.335
H -0.247608 -2.106597 2.989616 -0.402 -0.284 0.550
H 0.540652 -2.437417 5.567296 -0.063 0.476 -0.390
H 1.638152 -3.760387 5.524656 -0.254 -0.371 -0.629
H 2.157512 -2.034547 7.118956 0.199 0.493 0.245
H 3.479922 -2.727297 6.300156 0.319 0.137 -0.461
H 3.909322 -0.561557 6.343426 0.510 1.565 -0.787
H 2.214542 0.015473 5.923356 0.273 0.187 0.566
H 3.142332 1.375123 2.912766 -0.183 -0.405 -0.289
H 3.507202 1.630193 4.546026 0.142 -0.067 0.352
H 1.856112 1.303783 4.116826 -0.114 -0.480 0.019
H 4.895592 -1.839957 4.143916 0.351 0.136 -0.202
H 5.355072 -0.097257 3.928726 0.160 -0.189 0.040
H 4.599312 -0.995987 2.575256 0.295 -0.109 0.036
H 1.072592 -0.825287 1.754316 -0.505 0.313 0.011
C 3.161162 -0.217117 -4.082734 0.524 0.676 -0.466
C 4.103252 -1.352107 -4.444274 0.320 1.093 -0.845
C 3.415712 -2.314327 -5.451784 1.240 -0.984 1.002
C 5.364362 -0.650257 -5.124704 1.178 0.216 0.310
C 6.690682 -1.483027 -5.224874 -1.676 -1.914 1.204
C 7.022832 -2.005927 -3.751954 0.329 -0.342 -2.479
C 5.785992 -2.649877 -2.970794 0.200 0.126 -1.366
C 5.531572 -4.083107 -3.535844 1.005 0.251 0.924
C 6.216702 -2.583917 -1.526704 -0.543 0.106 1.732
N 4.539322 -1.876847 -3.148794 1.626 0.694 -0.168
O 3.451632 -2.312147 -2.315424 0.638 0.005 -1.005
H 2.201892 -0.549997 -3.686384 -0.117 0.106 -0.257
H 3.688802 0.411093 -3.365074 -0.219 0.062 0.302
H 3.062152 0.406933 -4.970914 -0.629 -0.021 0.052
H 2.653972 -2.909707 -4.948414 -0.093 0.038 0.068
H 3.008002 -1.951237 -6.395204 0.172 0.610 0.256
H 4.250912 -2.981197 -5.665804 -0.406 -0.427 -0.615
H 5.149392 -0.119747 -6.052314 -0.617 -0.736 -0.485
H 5.624162 0.233283 -4.541644 -0.048 -0.074 0.747
H 6.524872 -2.390947 -5.804764 -0.723 -0.343 -0.072
H 7.527952 -1.149377 -5.837874 0.067 1.175 0.704
H 7.782302 -1.334467 -3.351394 -1.207 0.919 1.254
H 7.750042 -2.810817 -3.858834 -0.331 -0.791 -0.297
H 4.617722 -4.533447 -3.148324 -0.045 0.184 0.170
H 6.384252 -4.657217 -3.173314 -0.053 -0.520 -0.281
H 5.486282 -4.125937 -4.624064 0.188 0.152 0.123
H 6.493322 -1.562587 -1.265054 -0.230 0.177 -0.171
H 7.054352 -3.165677 -1.142014 0.270 -0.435 -0.961
H 5.423762 -2.864357 -0.833374 -0.350 0.032 -0.154
H 3.110822 -1.422067 -2.200464 -0.614 -0.099 0.911
C 0.833232 -9.678957 -2.262144 -0.890 0.519 0.246
O -0.534128 -9.293567 -2.399914 -0.335 -0.730 -0.264
C -1.196588 -8.865417 -1.221684 0.175 -0.166 0.046
C -2.664098 -8.535087 -1.563804 0.952 -0.538 0.409
N -3.400238 -9.575617 -2.341794 -0.032 1.708 1.878
C -4.754468 -9.010957 -2.755994 1.654 0.256 -0.069
C -5.559528 -8.094927 -1.760354 0.558 0.749 0.355
O -5.121628 -6.702197 -1.717444 2.593 -3.369 -3.247
C -5.779568 -5.776667 -1.020024 -0.552 1.279 1.398
H 1.322552 -8.817217 -1.808184 0.633 -0.126 -0.202
H 1.201332 -9.929737 -3.256984 0.054 0.326 0.049
H 0.966422 -10.563597 -1.639424 -0.176 -0.081 0.238
H -0.682098 -7.982967 -0.841304 -0.139 0.723 -0.174
H -1.071798 -9.509337 -0.351114 -0.194 -1.053 -0.282
H -2.526888 -7.599147 -2.105374 -0.806 0.338 -0.142
H -3.159018 -8.390577 -0.603454 -0.125 0.394 -0.158
H -2.729518 -9.710347 -3.084804 -0.737 -0.463 -0.749
H -5.319488 -9.874257 -3.107494 -0.469 0.135 0.493
H -4.582238 -8.422987 -3.657504 -0.262 0.439 -0.059
H -5.539148 -8.345707 -0.699794 -0.049 -1.037 -0.068
H -6.586458 -8.142607 -2.122644 -0.246 0.150 0.062
H -6.849728 -5.951807 -1.130394 -0.329 0.849 0.234
H -5.359888 -4.821317 -1.335094 -0.964 0.282 -0.728
H -5.461248 -5.707607 0.020166 -0.449 -0.707 0.784
C -3.822298 10.668923 3.418386 0.008 0.952 -0.321
O -4.716758 10.198663 2.409036 -0.130 -2.152 0.676
C -4.923918 8.727313 2.327546 0.539 1.282 -0.788
C -3.811268 7.960073 1.577196 -1.034 -0.303 1.155
N -2.533308 8.053223 2.263946 -3.637 2.914 1.806
C -1.459168 7.373733 1.795556 0.828 -1.985 -2.017
C -0.189928 7.737123 2.488116 0.112 -1.298 0.472
O 0.050932 9.054373 2.227636 1.699 2.810 -0.272
C 1.169022 9.686563 2.933036 -1.372 -0.372 0.086
H -2.849418 10.875063 2.972166 0.204 0.002 -0.006
H -3.640838 10.127703 4.346956 -0.452 -0.915 -0.293
H -4.214088 11.625523 3.764106 -0.094 0.153 -0.186
H -5.816028 8.584913 1.717656 -0.117 0.385 -0.040
H -5.177428 8.291933 3.294126 0.496 0.185 0.295
H -3.879078 8.198353 0.515726 0.663 0.611 -0.303
H -4.219178 6.949293 1.583926 0.378 -0.553 0.253
H -2.330528 9.042133 2.296116 0.251 0.113 0.167
H -1.387538 7.581333 0.727906 0.829 -0.193 -0.640
H -1.731608 6.320983 1.870386 0.661 -0.443 0.105
H 0.584752 7.067693 2.114156 0.441 -0.057 0.032
H -0.292188 7.614603 3.566376 -0.040 -0.391 0.330
H 2.167942 9.480243 2.548706 -0.165 -0.453 -0.304
H 1.107362 9.407433 3.984886 0.172 -0.219 0.130
H 1.026892 10.767083 2.913346 -0.223 -0.098 -0.338
C -5.415538 1.109623 11.123356 -0.295 -0.029 -0.613
O -5.626238 2.339733 10.452646 0.974 1.096 -1.004
C -5.337848 2.510033 9.052756 -1.060 1.052 -1.488
C -3.931358 2.758843 8.536606 1.584 -1.819 2.476
N -3.128218 3.774063 9.205576 0.281 -1.457 -0.807
C -3.420228 5.121853 8.857246 -0.538 1.653 0.411
C -3.131538 5.490063 7.387816 -0.142 0.149 0.204
O -2.675238 6.830683 7.326916 1.307 0.842 -1.429
C -2.285908 7.287383 5.974396 -0.630 0.379 1.076
H -6.163168 0.389133 10.791626 -0.180 -0.181 0.074
H -5.560758 1.330523 12.180806 0.062 -0.113 -0.090
H -4.445578 0.636013 10.971766 0.297 0.276 -0.048
H -5.801828 3.409913 8.648986 -1.416 -0.046 0.919
H -5.660938 1.670133 8.437706 -0.548 -0.282 0.229
H -3.748068 2.747063 7.462186 -0.769 0.111 -0.049
H -3.577948 1.802973 8.923296 1.540 -0.273 -0.490
H -3.071798 3.451213 10.160916 0.065 1.163 0.246
H -2.896228 5.862863 9.460926 0.691 -0.381 0.100
H -4.442058 5.422093 9.089216 -0.627 -0.166 -0.193
H -4.059338 5.467693 6.816156 -0.073 -0.502 -0.339
H -2.387388 4.798503 6.992756 0.068 -0.129 -0.208
H -1.399828 6.860633 5.504456 -0.196 -1.169 0.297
H -1.952078 8.324843 5.992616 -0.410 0.251 0.819
H -3.148288 7.289303 5.307766 0.032 -0.429 -0.146
C -2.277068 -8.728607 -5.696154 -0.835 1.613 0.228
O -2.151918 -7.320817 -5.928084 0.813 0.715 -0.752
C -2.805168 -6.404077 -5.047764 -0.631 -2.079 0.896
C -2.910168 -5.030077 -5.543924 -0.199 0.714 -2.894
N -4.203538 -4.634357 -6.190654 0.471 0.868 2.061
C -4.779968 -5.516147 -7.173504 1.673 0.074 -0.062
C -3.800258 -5.882917 -8.296954 -1.497 0.529 -0.018
O -3.931048 -4.752397 -9.218424 0.350 -0.395 1.271
C -3.405928 -4.982847 -10.477664 0.759 -1.115 -0.683
H -2.177628 -8.896727 -4.623804 0.739 -0.486 -0.188
H -1.573968 -9.193107 -6.387524 0.113 -0.186 0.579
H -3.287698 -9.046157 -5.952824 -0.257 -0.161 -0.192
H -2.271998 -6.261267 -4.107854 0.154 -0.999 0.380
H -3.784738 -6.855927 -4.891634 -0.286 0.352 0.670
H -2.162378 -4.985867 -6.335724 0.634 0.098 -0.138
H -2.524018 -4.326937 -4.805964 -0.893 0.257 0.095
H -4.022188 -3.702207 -6.534624 -0.453 0.005 -0.376
H -5.600568 -5.030507 -7.701574 -0.176 0.020 0.422
H -5.133458 -6.418827 -6.675194 -0.087 -0.053 -0.009
H -4.234608 -6.832387 -8.609934 0.080 -0.039 -1.366
H -2.791908 -6.135677 -7.969184 0.149 0.558 -0.153
H -3.841088 -5.931437 -10.792154 0.050 -0.008 -0.847
H -2.322408 -5.097587 -10.507764 0.415 -0.312 0.517
H -3.523618 -4.191657 -11.218114 -0.958 0.236 0.407
C 2.064132 -9.802627 1.271906 -1.630 -0.151 -0.001
O 3.110972 -9.414117 2.084516 0.851 -0.450 -0.293
C 3.214382 -8.060407 2.335856 1.230 1.464 -0.202
C 3.605312 -7.139337 1.126896 -1.719 -0.828 1.368
N 2.358812 -6.863667 0.343996 0.988 0.049 0.027
C 2.416582 -5.487557 -0.187664 0.488 -1.434 -0.494
C 1.481922 -5.331947 -1.376124 -0.457 -0.293 1.001
O 1.801512 -6.363137 -2.311454 0.748 1.061 -0.761
C 1.306862 -6.105047 -3.646164 -1.206 -0.232 1.635
H 1.125272 -9.525367 1.751256 -0.437 -0.281 0.420
H 2.104702 -10.885707 1.156196 0.043 0.113 -0.108
H 1.911482 -9.299027 0.317346 0.938 -0.080 -0.268
H 4.000942 -7.978677 3.086026 0.140 -0.005 0.066
H 2.322762 -7.619877 2.781996 -0.455 -0.146 -0.042
H 4.398252 -7.604447 0.541216 0.085 0.086 -0.128
H 3.961992 -6.216037 1.583386 0.127 0.119 -0.142
H 2.494472 -7.450047 -0.467094 -0.520 -0.108 -0.319
H 3.418562 -5.416347 -0.610834 0.331 0.885 0.007
H 2.286842 -4.820457 0.664536 -0.232 0.376 -0.456
H 1.536352 -4.290317 -1.692574 0.450 -0.054 -0.870
H 0.444472 -5.458257 -1.066524 -0.331 -0.242 0.172
H 1.678632 -6.847957 -4.351834 0.370 0.356 0.163
H 1.399802 -5.053537 -3.917814 0.677 -0.065 -0.290
H 0.232772 -6.264017 -3.550404 -0.409 -0.123 -0.452
C -5.390198 1.333213 -5.305614 1.507 0.219 1.010
O -5.319078 -0.071447 -5.404484 -1.186 -0.792 0.304
C -4.882488 -0.778467 -4.209434 -1.890 0.068 0.668
C -5.760788 -0.425197 -2.911204 -0.419 -0.129 -0.358
N -5.800498 -1.395417 -1.807294 1.878 -0.665 -0.141
C -4.741758 -1.255687 -0.795074 -0.161 0.508 -0.852
C -4.684168 -2.456737 0.115276 -0.303 1.218 0.588
O -5.920288 -2.788257 0.797486 0.925 0.593 -0.239
C -6.281398 -1.833417 1.791236 -0.876 0.153 0.257
H -4.324178 1.544643 -5.389294 0.062 1.408 0.378
H -5.836428 1.663413 -4.367564 0.363 -0.044 0.309
H -5.932048 1.949803 -6.022764 -0.164 -1.123 -0.845
H -3.812978 -0.696747 -4.015614 0.136 0.131 -0.194
H -5.202088 -1.788147 -4.467334 0.637 -0.218 0.209
H -6.765948 -0.370297 -3.329204 -0.160 0.103 0.077
H -5.524748 0.560813 -2.510994 0.239 0.307 -0.095
H -6.611988 -1.456947 -1.209114 -0.746 0.337 -0.960
H -4.849738 -0.288627 -0.303914 -0.336 0.184 0.807
H -3.721728 -1.156547 -1.166294 -0.060 -0.365 -0.784
H -3.944568 -2.148377 0.854196 0.276 -0.491 0.427
H -4.280488 -3.262757 -0.497484 -0.566 -0.433 0.453
H -6.999578 -2.290967 2.471636 0.321 -0.472 0.073
H -6.852298 -0.965087 1.462336 0.011 0.118 -0.978
H -5.492908 -1.365357 2.380566 0.657 -0.591 -0.075
C -0.519058 3.874903 3.500936 -0.348 -1.093 -0.575
O -1.301018 2.705023 3.166446 -0.440 -1.130 0.158
C -0.763148 1.939763 2.041196 0.555 0.218 -0.027
C -1.306878 0.527163 1.650036 -0.806 -0.449 0.475
N -0.694188 -0.231137 0.498906 1.237 0.586 0.963
C -0.717178 0.335463 -0.830114 -0.575 -0.455 -0.533
C -0.504218 -0.795717 -1.845144 0.381 -1.682 -0.463
O -1.572128 -1.751157 -1.851044 -1.204 -0.991 -0.480
C -1.311818 -3.151547 -2.216374 -0.678 0.426 1.413
H -0.457258 4.468543 2.588866 0.244 0.445 0.198
H 0.470662 3.637333 3.890956 0.293 -0.338 -0.366
H -0.989168 4.403433 4.330246 -0.530 -0.045 -0.357
H 0.249602 1.680123 2.349476 0.597 0.654 -0.730
H -0.906028 2.599953 1.185726 0.788 0.040 -0.323
H -2.385068 0.515533 1.490426 -0.319 0.346 0.239
H -1.067568 -0.111477 2.500306 -0.419 -0.050 0.194
H -1.231088 -1.073537 0.349896 -0.211 -0.318 0.777
H 0.043512 1.094333 -1.013354 -0.057 0.056 0.196
H -1.724648 0.735523 -0.944314 -0.144 0.591 -0.763
H 0.344902 -1.427977 -1.585674 0.773 0.538 0.342
H -0.358558 -0.508967 -2.886614 0.059 0.756 0.060
H -2.231348 -3.736007 -2.185134 -0.726 0.714 0.326
H -0.759558 -3.602047 -1.391654 0.695 0.047 -0.362
H -0.988398 -3.464827 -3.209024 0.933 1.059 -0.184
```
Forces are in eV/Å.